Entry 1:
C4H8N2O as an isolated structure. Source: OMol25; level of theory: ωB97M-V/def2-TZVPD.

Geometry as ORCA input:
```
! RIJCOSX wB97M-V def2-TZVPD def2/J DEFGRID3
* xyz 0 1
C 0.328 -2.031 0.907
C 1.237 -0.265 1.107
C -0.197 -0.652 0.666
C -0.577 1.901 -1.454
N 1.468 -1.719 1.360
N -0.609 -0.293 -0.698
O -1.258 0.999 -0.595
H -0.048 -3.123 0.809
H 1.764 0.099 0.177
H 1.354 0.329 2.120
H -0.990 -0.573 1.512
H -1.230 2.851 -1.222
H -0.646 1.594 -2.440
H 0.575 1.953 -1.180
H -1.172 -1.070 -1.070
*
```

Orbital gap, eV: 10.31
Lowest unoccupied orbital energy, hartree: 0.035

Entry 2:
A single C4H8N2O molecule. Source: OMol25; level of theory: ωB97M-V/def2-TZVPD.

Geometry as ORCA input:
```
! RIJCOSX wB97M-V def2-TZVPD def2/J DEFGRID3
* xyz 0 1
C -0.348 -2.052 0.313
C 0.411 0.003 -1.587
N 0.017 1.551 0.266
C 0.068 0.237 -0.138
C -0.135 1.882 1.634
N -0.216 -0.667 0.729
O -0.753 1.367 2.550
H 0.374 2.260 -0.356
H 0.247 2.909 1.773
H 0.566 -2.434 -0.150
H -0.543 -2.679 1.189
H -1.187 -2.184 -0.378
H 0.649 0.939 -2.099
H -0.431 -0.477 -2.091
H 1.282 -0.654 -1.654
*
```

Orbital gap, eV: 9.54
Lowest unoccupied orbital energy, hartree: 0.025

Entry 3:
A single C4H8N2O molecule. Source: OMol25; level of theory: ωB97M-V/def2-TZVPD.

Geometry as ORCA input:
```
! RIJCOSX wB97M-V def2-TZVPD def2/J DEFGRID3
* xyz 0 1
N 1.093 0.662 -1.682
C 0.729 -0.144 -0.517
C -0.797 -0.080 -0.288
C -1.141 -0.029 1.189
O -0.583 1.173 1.693
C 1.157 -1.538 -0.744
N 1.492 -2.634 -0.900
H 0.877 1.633 -1.468
H 2.096 0.614 -1.838
H 1.223 0.188 0.410
H -1.299 -0.923 -0.774
H -1.172 0.834 -0.758
H -0.730 -0.909 1.711
H -2.234 -0.043 1.317
H -0.711 1.197 2.648
*
```

Orbital gap, eV: 10.75
Lowest unoccupied orbital energy, hartree: 0.024

Entry 4:
A single C4H8N2O molecule. Source: OMol25; level of theory: ωB97M-V/def2-TZVPD.

Geometry as ORCA input:
```
! RIJCOSX wB97M-V def2-TZVPD def2/J DEFGRID3
* xyz 0 1
O 2.773 -0.436 -0.536
C 1.601 -0.293 -0.266
N 0.730 -1.416 -0.017
C -0.610 -1.166 -0.488
C -1.172 0.057 0.535
C -0.387 1.281 0.094
N 1.017 0.941 -0.135
H 0.565 -1.435 0.983
H -0.492 -1.052 -1.602
H -1.229 -2.055 -0.383
H -0.996 -0.060 1.642
H -2.251 0.265 0.506
H -0.399 2.129 0.792
H -0.856 1.614 -0.836
H 1.665 1.705 -0.252
*
```

Orbital gap, eV: 10.37
Lowest unoccupied orbital energy, hartree: 0.029

Entry 5:
A single C4H8N2O molecule. Source: OMol25; level of theory: ωB97M-V/def2-TZVPD.

Geometry as ORCA input:
```
! RIJCOSX wB97M-V def2-TZVPD def2/J DEFGRID3
* xyz 0 1
C -0.956 0.236 0.368
C -2.390 -0.151 0.439
C 1.647 0.906 -0.970
C 1.366 -0.174 0.015
N -0.033 -0.624 0.070
N 2.270 -0.730 0.667
O -0.206 -1.856 -0.147
H -0.653 1.242 0.609
H 1.980 -1.513 1.248
H -2.726 -0.195 1.497
H -2.500 -1.148 -0.002
H -3.004 0.544 -0.096
H 2.512 1.472 -0.634
H 1.902 0.432 -1.930
H 0.790 1.558 -1.133
*
```

Orbital gap, eV: 9.60
Lowest unoccupied orbital energy, hartree: 0.030

Entry 6:
A single C4H8N2O molecule. Source: OMol25; level of theory: ωB97M-V/def2-TZVPD.

Geometry as ORCA input:
```
! RIJCOSX wB97M-V def2-TZVPD def2/J DEFGRID3
* xyz 0 1
C -1.329 1.664 -0.740
C -0.672 0.809 0.198
C 0.781 0.672 -0.070
N 1.122 -0.282 0.965
C 0.381 -1.464 0.988
O 0.087 -2.076 1.992
N 0.067 -2.008 -0.249
H -0.612 2.246 -1.330
H -1.833 0.896 -1.351
H -2.184 2.189 -0.310
H 1.179 0.357 -1.057
H 1.273 1.640 0.151
H 1.112 0.141 1.884
H 0.797 -1.792 -0.909
H -0.170 -2.992 -0.162
*
```

Orbital gap, eV: 8.42
Lowest unoccupied orbital energy, hartree: -0.005

Entry 7:
A single C4H8N2O molecule. Source: OMol25; level of theory: ωB97M-V/def2-TZVPD.

Geometry as ORCA input:
```
! RIJCOSX wB97M-V def2-TZVPD def2/J DEFGRID3
* xyz 0 1
C 1.946 -1.109 0.072
C -1.050 -0.663 0.443
C 0.074 0.699 -0.073
N -2.335 -0.348 0.123
N -0.574 1.837 -0.465
C 1.200 0.113 -0.264
O -0.807 -1.658 1.102
H -2.540 0.441 -0.464
H -3.079 -0.988 0.366
H -1.013 2.359 0.281
H -0.111 2.378 -1.182
H 1.874 1.178 -0.399
H 1.252 -1.878 0.409
H 2.489 -1.460 -0.807
H 2.673 -0.901 0.857
*
```

Orbital gap, eV: 9.29
Lowest unoccupied orbital energy, hartree: 0.034

Entry 8:
A single C4H8N2O molecule. Source: OMol25; level of theory: ωB97M-V/def2-TZVPD.

Geometry as ORCA input:
```
! RIJCOSX wB97M-V def2-TZVPD def2/J DEFGRID3
* xyz 0 1
C 1.041 -1.718 -0.449
C 0.537 -0.471 -0.120
C -0.486 1.680 -0.745
C -1.716 2.021 -0.809
H 1.788 -2.235 0.305
H 1.324 -1.407 -1.569
H 0.104 -2.631 -0.638
H -0.376 0.467 1.380
H 1.292 -1.558 2.530
H 0.242 2.353 -0.498
H -2.503 1.362 -0.915
H -2.002 3.084 -0.922
N 0.451 -0.211 1.260
N 0.061 0.419 -0.954
O 0.242 -1.153 2.142
*
```

Orbital gap, eV: 8.75
Lowest unoccupied orbital energy, hartree: 0.013

Entry 9:
A 2-piece molecular cluster, C4H8N2O overall. Source: OMol25; level of theory: ωB97M-V/def2-TZVPD.

Geometry as ORCA input:
```
! RIJCOSX wB97M-V def2-TZVPD def2/J DEFGRID3
* xyz 1 2
C -1.036 -1.430 -1.598
C -0.605 0.014 -1.735
C -1.507 0.991 -2.135
N -1.253 2.248 -1.657
C -0.208 2.062 -0.862
N 0.216 0.735 -0.835
H -2.024 -1.514 -1.968
H -0.444 -1.898 -2.371
H -0.959 -1.821 -0.574
H -2.110 0.735 -2.897
H 0.187 2.725 -0.011
H 0.936 0.475 -0.127
H 2.958 -2.148 6.624
H 2.470 -3.503 6.347
O 3.297 -2.969 6.299
*
```

Orbital gap (spin up / spin down), eV: 8.74 / 5.01
Lowest unoccupied orbital energy (spin up / spin down), hartree: -0.167 / -0.304

| no. | energy (Eh) | F_max (Eh/bohr) |
| --- | --- | --- |
| 1 | -341.79689 | 0.0734 |
| 2 | -341.94307 | 0.0460 |
| 3 | -341.94399 | 0.0220 |
| 4 | -341.94840 | 0.0329 |
| 5 | -341.87429 | 0.0236 |
| 6 | -341.84166 | 0.0426 |
| 7 | -341.89581 | 0.1477 |
| 8 | -341.76288 | 0.1541 |
| 9 | -341.61403 | 0.1018 |